[1]
Density functional theory data (ωB97M-V with the def2-TZVPD basis set) for a structure of composition C35H41N7O9Zr.

Properties
charge = 0
LUMO = 0.002 Ha
frontier orbital gap = 7.22 eV
HOMO = -7.2 eV

Positions of all 93 atoms, in Å:
Zr (-1.1700, -0.6868, -0.9673)
O (-2.8830, -0.6986, 4.0235)
C (-2.5006, -0.2163, 2.9844)
O (-2.0188, -1.0016, 1.9374)
C (-2.4909, 1.1868, 2.6662)
C (-3.2715, 2.1383, 3.3027)
C (-3.7553, 3.2398, 2.6112)
C (-3.6993, 3.1940, 1.1978)
C (-2.9252, 2.2907, 0.5450)
N (-1.9378, 1.5989, 1.3809)
C (-2.7062, 2.1375, -0.8971)
O (-3.3293, 2.7620, -1.7341)
O (-1.6834, 1.3477, -1.1930)
H (-3.5829, 1.9309, 4.3180)
H (-4.3794, 3.9684, 3.1048)
H (-4.3268, 3.8353, 0.5937)
O (-3.4554, -3.3861, -2.5070)
C (-2.5074, -2.9988, -1.8718)
O (-1.6097, -2.1241, -2.3414)
C (-2.2865, -3.5347, -0.4424)
C (-0.8213, -3.5174, -0.0314)
C (-0.6650, -4.1715, 1.3328)
C (-1.2770, -3.2905, 2.4280)
C (-2.4468, -2.4082, 1.9801)
O (-0.3984, -2.1760, 0.0440)
C (-3.1583, -2.8234, 0.6541)
C (-3.8972, -1.5683, 0.1854)
O (-5.0108, -1.3215, 0.5661)
O (-3.1594, -0.7613, -0.5569)
H (-2.6310, -4.5685, -0.4897)
H (-0.2137, -4.0461, -0.7765)
H (-1.1422, -5.1542, 1.3092)
H (0.3954, -4.3326, 1.5365)
H (-1.6044, -3.9094, 3.2647)
H (-0.5148, -2.6186, 2.8214)
H (-3.2176, -2.4276, 2.7451)
H (-3.9288, -3.5264, 0.9662)
C (0.7380, 2.8928, 3.3383)
N (0.3609, 2.0202, 2.2274)
C (-0.7209, 2.4785, 1.4168)
C (1.2297, 1.0748, 1.7263)
N (0.8910, 0.3161, 0.7144)
C (1.7591, -0.8056, 0.5052)
C (2.0338, -1.6032, 1.5880)
C (2.9586, -2.6529, 1.5293)
C (3.6237, -2.8960, 0.3646)
C (3.2904, -2.1804, -0.8094)
C (3.9352, -2.5200, -2.0235)
C (3.5470, -1.9540, -3.1978)
C (2.4565, -1.0706, -3.2089)
C (1.8186, -0.6815, -2.0558)
N (0.6188, 0.0635, -2.1745)
C (0.6087, 1.1348, -2.9649)
N (-0.4150, 1.4234, -3.7777)
C (-1.3792, 0.4188, -4.1934)
C (-0.8537, 2.7976, -3.9941)
N (1.6632, 1.9951, -2.9766)
C (2.0988, 2.6816, -4.1756)
C (2.5427, 2.0922, -1.8322)
C (2.2850, -1.1681, -0.7829)
N (2.4722, 1.0809, 2.3623)
C (2.5919, 0.6488, 3.7449)
C (3.7105, 0.9966, 1.6107)
H (0.1806, 3.8219, 3.2590)
H (1.8005, 3.1221, 3.3055)
H (0.4941, 2.4457, 4.3024)
H (-1.0753, 3.4329, 1.7926)
H (-1.6283, 0.7581, 0.9137)
H (-0.4236, 2.5647, 0.3708)
H (1.5091, -1.4045, 2.5125)
H (3.1553, -3.2459, 2.4136)
H (4.3770, -3.6708, 0.3042)
H (4.7210, -3.2640, -1.9993)
H (4.0260, -2.2275, -4.1284)
H (2.0620, -0.7159, -4.1547)
H (-0.9796, -0.5796, -4.0495)
H (-1.5948, 0.5680, -5.2527)
H (-2.3175, 0.5264, -3.6411)
H (-0.2329, 3.4812, -3.4217)
H (-1.8821, 2.8870, -3.6387)
H (-0.8025, 3.0617, -5.0528)
H (1.4828, 2.3858, -5.0201)
H (3.1361, 2.4084, -4.3883)
H (2.0422, 3.7666, -4.0590)
H (2.0116, 1.7396, -0.9500)
H (2.8225, 3.1379, -1.6877)
H (3.4547, 1.4984, -1.9608)
H (1.6123, 0.4996, 4.1935)
H (3.1428, 1.3829, 4.3389)
H (3.1287, -0.3051, 3.7885)
H (3.5547, 1.3052, 0.5798)
H (4.1402, -0.0091, 1.6106)
H (4.4282, 1.6832, 2.0677)



[2]
Density functional theory data (ωB97M-V with the def2-TZVPD basis set) for a structure of composition C5H19AlBeCl4FK2N2NaO5P.

Properties
charge = +1
LUMO = -0.241 Ha
frontier orbital gap = 1.57 eV
HOMO = -8.1 eV

Positions of all 42 atoms, in Å:
N (-0.8183, 1.0490, 0.2797)
C (-0.9475, -0.3100, -0.1854)
C (-1.0830, -1.3286, 0.9222)
O (-1.8992, -2.4370, 0.3694)
C (0.2622, -1.9156, 1.2992)
Al (0.8853, -1.2730, 3.1263)
P (3.3138, -1.2938, 2.9824)
N (3.9311, 0.2302, 3.3352)
O (3.7050, -1.4702, 1.3952)
H (0.0362, 1.4425, -0.0622)
H (-0.8773, 1.1383, 1.2821)
H (-1.8258, -0.3980, -0.8114)
H (-0.1009, -0.5495, -0.8183)
H (-1.6305, -0.9447, 1.7667)
H (-1.3184, -2.7659, -0.2983)
H (1.0007, -1.5848, 0.5774)
H (0.2822, -2.9987, 1.2687)
H (0.4877, -2.3281, 4.2459)
H (0.3470, 0.2102, 3.4448)
H (4.7969, 0.1250, 3.8467)
H (3.2869, 0.7787, 3.8889)
H (3.2477, -2.2739, 1.1138)
K (-2.4280, -4.6025, 0.6784)
K (-0.6574, -3.3129, -2.1951)
C (2.1952, 3.3070, -1.9578)
Cl (0.4587, 3.3648, -1.9650)
Cl (2.7890, 3.1033, -3.5915)
Cl (2.9276, 4.8232, -1.2569)
Cl (2.6111, 1.9402, -0.9651)
C (-3.7881, 2.8241, -2.5440)
O (-3.1330, 3.3615, -1.3941)
H (-4.8214, 2.7026, -2.1799)
H (-3.7833, 3.4852, -3.4104)
H (-3.3033, 1.8235, -2.8018)
H (-2.2028, 3.3919, -1.6368)
O (0.6085, -3.9971, -5.2799)
H (1.3089, -3.5383, -5.7550)
O (-0.9431, -5.2711, 4.2133)
H (-0.5637, -4.3832, 4.2889)
Na (4.0810, 6.8399, -1.7504)
Be (-4.5326, 1.9883, -0.8156)
F (-1.9053, 1.0474, -2.6501)



[3]
Density functional theory data (ωB97M-V with the def2-TZVPD basis set) for the molecule C4H6OS.

Properties
SMILES = C1O[C@H]2C[C@@H]2S1
charge = 0
LUMO = 0.036 Ha
frontier orbital gap = 9.63 eV
HOMO = -8.7 eV

Positions of all 12 atoms, in Å:
C (-1.0278, 1.0826, 0.4064)
C (0.8936, -0.3223, -0.3978)
C (0.5960, -1.6618, -1.0839)
C (-0.4798, -0.8635, -0.4519)
H (-1.0912, 2.0996, 0.0363)
H (-1.7179, 0.9353, 1.2387)
H (1.0531, 0.3680, -1.2386)
H (0.7224, -2.6418, -0.5902)
H (0.8681, -1.6128, -2.1227)
H (-0.7694, -1.3657, 0.4768)
O (-1.3390, 0.2263, -0.6934)
S (0.7347, 0.6873, 1.0569)



[4]
Density functional theory data (ωB97M-V with the def2-TZVPD basis set) for a cluster of 3 separate species, C35H26FIO6 in total.

Properties
SMILES = C[C@@H](F)C[C@@H]1CC(=O)O[C@@H]1I.O=C1c2ccccc2C(=O)c2ccccc21.O=C1c2ccccc2C(=O)c2ccccc21
charge = 0
LUMO = -0.037 Ha
frontier orbital gap = 8.64 eV
HOMO = -9.6 eV

Positions of all 69 atoms, in Å:
C (1.3855, -7.4939, -0.1617)
C (0.4353, -6.1811, 0.0868)
F (1.3662, -4.9913, 0.1064)
C (-0.5105, -6.0016, -1.2399)
C (-1.9956, -6.6880, -1.1359)
C (-2.9995, -6.3133, 0.1048)
C (-4.1366, -7.5244, -0.0871)
O (-5.2765, -7.6537, 0.6275)
O (-3.6393, -8.4588, -1.1511)
C (-2.1481, -8.3217, -1.0499)
I (-1.8286, -9.2847, 0.9381)
H (1.9385, -7.7206, 0.8711)
H (2.1838, -7.3413, -1.0357)
H (0.7623, -8.4494, -0.4811)
H (-0.1301, -6.1601, 1.1111)
H (-0.6655, -4.8344, -1.4326)
H (0.0690, -6.3900, -2.2084)
H (-2.5301, -6.2464, -2.1001)
H (-2.4992, -6.2922, 1.1876)
H (-3.4275, -5.2096, 0.0424)
H (-1.4837, -8.9719, -1.7608)
C (1.4000, -1.5382, 2.0751)
C (1.3146, -2.3380, 0.9357)
C (1.8125, -1.8732, -0.2826)
C (2.3871, -0.5990, -0.3649)
C (2.4502, 0.2102, 0.7689)
C (1.9660, -0.2651, 1.9946)
C (3.0091, 1.5749, 0.6830)
O (3.0681, 2.2850, 1.6793)
C (3.4872, 2.0741, -0.6216)
C (3.9660, 3.3864, -0.7294)
C (4.4325, 3.8622, -1.9567)
C (4.4312, 3.0285, -3.0746)
C (3.9497, 1.7226, -2.9714)
C (3.4677, 1.2480, -1.7443)
C (2.9273, -0.1228, -1.6538)
O (2.9215, -0.8547, -2.6369)
H (1.0204, -1.9040, 3.0266)
H (0.8620, -3.3252, 0.9958)
H (1.7470, -2.5051, -1.1668)
H (2.0243, 0.3558, 2.8869)
H (3.9734, 4.0428, 0.1394)
H (4.7990, 4.8832, -2.0393)
H (4.8013, 3.3966, -4.0290)
H (3.9472, 1.0791, -3.8496)
C (-0.8098, 2.2986, 2.7639)
C (-2.0966, 2.4830, 3.2692)
C (-2.8900, 3.5287, 2.7947)
C (-2.3906, 4.4009, 1.8199)
C (-1.0952, 4.2314, 1.3326)
C (-0.3069, 3.1706, 1.7973)
C (-0.5403, 5.1749, 0.3406)
O (0.5962, 5.0246, -0.0906)
C (-1.3711, 6.3064, -0.1171)
C (-0.8372, 7.2415, -1.0135)
C (-1.6206, 8.3071, -1.4618)
C (-2.9387, 8.4366, -1.0250)
C (-3.4713, 7.5097, -0.1278)
C (-2.6824, 6.4480, 0.3345)
C (-3.2434, 5.4934, 1.3109)
O (-4.4002, 5.6091, 1.6988)
H (-0.1948, 1.4781, 3.1270)
H (-2.4839, 1.8110, 4.0318)
H (-3.8954, 3.6633, 3.1900)
H (0.7004, 3.0239, 1.4114)
H (0.1900, 7.1458, -1.3619)
H (-1.2023, 9.0350, -2.1537)
H (-3.5514, 9.2625, -1.3797)
H (-4.4996, 7.6200, 0.2126)



[5]
Density functional theory data (ωB97M-V with the def2-TZVPD basis set) for a cluster of 2 separate species, C2H3ClFI in total.

Properties
charge = 0
LUMO = -0.004 Ha
frontier orbital gap = 9.76 eV
HOMO = -9.9 eV

Positions of all 8 atoms, in Å:
C (0.4107, 0.0594, -0.5988)
C (-0.5500, 0.8092, 0.1934)
F (-0.3155, 2.1298, -0.0312)
Cl (-2.2080, 0.5473, -0.1193)
I (2.4039, 0.1977, 0.0808)
H (0.1104, -0.9564, -0.5943)
H (0.4273, 0.3999, -1.6198)
H (-0.2036, 1.0658, 1.8366)



[6]
Density functional theory data (ωB97M-V with the def2-TZVPD basis set) for the molecule C6H9N.

Properties
charge = 0
LUMO = 0.033 Ha
frontier orbital gap = 9.33 eV
HOMO = -8.4 eV

Positions of all 16 atoms, in Å:
C (2.6331, 0.7952, 2.1540)
C (1.7077, 0.1988, 1.1826)
C (0.9537, -0.2938, 0.3762)
C (-0.0074, -0.8603, -0.5828)
C (-1.4463, -0.4338, -0.2983)
C (-2.3098, 0.8040, -1.3815)
N (-2.3705, -0.6329, -1.4218)
H (2.7998, 1.8588, 1.9397)
H (3.6076, 0.2909, 2.1304)
H (2.2398, 0.7163, 3.1758)
H (0.0319, -1.9597, -0.5616)
H (0.2446, -0.5621, -1.6098)
H (-1.8612, -0.8223, 0.6372)
H (-1.3728, 1.0488, -1.9337)
H (-1.5517, 0.7265, -0.0438)
H (-3.2733, -0.9303, -1.0459)



[7]
Density functional theory data (ωB97M-V with the def2-TZVPD basis set) for the molecule CClNO5.

Properties
2S+1 = 3
charge = 0
LUMO (spin up / spin down) = -0.018 / -0.159 Ha
frontier orbital gap (spin up / spin down) = 7.86 / 7.68 eV
HOMO (spin up / spin down) = -8.4 / -12.0 eV

Positions of all 8 atoms, in Å:
C (-0.6678, 0.2353, -0.0707)
N (1.7033, -0.0257, -0.0781)
O (1.5338, -0.2672, 1.0713)
O (-0.8106, 1.0427, 0.8026)
O (2.6176, -0.1413, -0.7994)
O (-1.6946, -0.5759, -0.4316)
O (0.4827, 0.1243, -0.8783)
Cl (-3.1645, -0.3922, 0.3842)



[8]
Density functional theory data (ωB97M-V with the def2-TZVPD basis set) for a structure of composition C27H29N5O2PtSSe.

Properties
2S+1 = 3
charge = 0
LUMO (spin up / spin down) = -0.043 / -0.127 Ha
frontier orbital gap (spin up / spin down) = 3.52 / 1.44 eV
HOMO (spin up / spin down) = -4.7 / -4.9 eV

Positions of all 66 atoms, in Å:
Pt (2.3388, -0.4951, 1.4368)
N (2.6514, -0.2845, 3.4477)
C (3.9923, 0.1828, 3.7858)
C (4.9594, 0.3023, 2.5519)
O (6.0353, 0.8584, 2.4595)
O (4.4532, -0.3019, 1.4816)
H (2.0046, 0.3597, 3.8794)
H (2.4705, -1.1640, 3.9177)
H (4.5429, -0.4854, 4.4734)
H (3.9535, 1.1516, 4.2238)
C (-2.2733, -6.2007, -0.2580)
C (-1.7200, -4.9477, 0.4029)
C (-2.4952, -3.9176, 0.9585)
C (-1.9656, -2.7437, 1.4184)
C (-2.8818, -1.6867, 1.9871)
C (-0.5738, -2.5865, 1.4879)
Se (-0.0355, -0.7308, 1.7606)
C (0.3003, -3.6810, 1.1848)
C (1.7621, -3.8750, 1.5305)
C (-0.3362, -4.7922, 0.5304)
H (-1.7106, -6.4438, -1.1904)
H (-3.3152, -6.0324, -0.6489)
H (-2.3303, -7.0445, 0.4559)
H (-3.5895, -4.0849, 0.9406)
H (-3.9408, -2.0894, 1.9759)
H (-2.9476, -0.7835, 1.3677)
H (-2.6636, -1.3598, 3.0638)
H (2.3978, -3.9699, 0.6692)
H (1.6813, -4.8859, 2.0460)
H (2.0498, -3.0786, 2.2434)
H (0.3579, -5.5836, 0.2718)
S (1.8626, -1.0957, -0.6465)
C (2.5534, 0.3429, -1.2574)
N (3.9040, 0.4626, -1.3080)
C (4.5060, 1.2537, -2.2279)
C (3.7681, 2.0523, -3.0566)
C (2.3704, 2.0309, -2.9511)
C (1.7433, 1.1856, -2.0462)
H (4.4258, -0.0651, -0.6080)
H (5.5808, 1.2988, -2.2529)
H (4.3037, 2.6390, -3.8471)
H (1.7863, 2.6345, -3.6427)
H (0.6802, 1.1287, -1.9679)
C (-0.6375, 5.6897, 1.1953)
C (0.0141, 4.5019, 1.6201)
N (-0.3113, 3.3032, 1.1426)
C (-1.1459, 3.1162, 0.1735)
C (-1.9405, 4.2099, -0.3137)
C (-1.6091, 5.5184, 0.2193)
C (-3.0496, 4.0830, -1.1750)
C (-3.7309, 2.8854, -1.5718)
C (-3.2570, 1.8203, -2.3746)
C (-4.1495, 0.7641, -2.7963)
C (-3.6593, -0.0951, -3.7229)
N (-2.4363, 0.0517, -4.2098)
C (-1.6493, 1.0271, -3.7439)
N (-1.9699, 1.8568, -2.7977)
H (-0.4376, 6.6108, 1.6826)
H (0.7824, 4.4885, 2.3929)
H (-1.1480, 2.1031, -0.2540)
H (-2.2352, 6.3225, -0.1458)
H (-3.3948, 4.9692, -1.6566)
H (-4.7619, 2.7259, -1.1836)
H (-5.1136, 0.5340, -2.3659)
H (-4.1687, -1.0064, -4.0332)
H (-0.6469, 1.0458, -4.1245)



For the records above, the corresponding strongest force on any atom values read 0.9, 2.7, 1.0, 9.7, 6.0, 0.7, 7.7, 2.8 eV Å⁻¹.